1.
Computed, not measured: a molecular structure, C9H23AlB2ClFNO6 in a non-equilibrium geometry, with the ωB97M-V functional and the def2-TZVPD basis.

Element x y z (Å)
C -3.843 -2.168 4.572
B -2.663 -2.059 3.526
O -1.692 -3.063 3.657
Al -2.385 -0.601 1.949
Cl -1.773 -1.733 0.112
C -4.061 0.426 1.370
C -5.035 0.641 2.430
O -5.880 -0.071 2.871
F -4.890 1.892 3.017
B -0.759 0.711 2.521
O -0.858 2.074 2.760
O 0.539 0.158 2.743
H -3.560 -2.807 5.417
H -4.145 -1.190 4.953
H -4.725 -2.614 4.093
H -0.802 -2.714 3.615
H -4.547 -0.168 0.593
H -3.757 1.381 0.942
H -0.391 2.331 3.566
H 0.631 -0.174 3.641
C 3.149 0.460 -5.164
O 2.090 1.149 -4.544
C 0.966 0.343 -4.197
C 0.856 0.109 -2.708
N 1.921 -0.750 -2.219
C 2.024 -0.825 -0.762
C 2.263 0.451 0.033
O 3.562 1.019 -0.117
C 3.752 1.780 -1.286
H 3.813 1.209 -5.596
H 3.728 -0.148 -4.460
H 2.787 -0.192 -5.967
H 1.004 -0.610 -4.735
H 0.075 0.883 -4.529
H -0.105 -0.373 -2.503
H 0.836 1.092 -2.217
H 2.805 -0.446 -2.603
H 2.842 -1.513 -0.529
H 1.104 -1.282 -0.384
H 2.173 0.178 1.082
H 1.497 1.212 -0.155
H 2.847 2.332 -1.562
H 4.062 1.169 -2.141
H 4.549 2.498 -1.085

Output
Charge   -1
LUMO energy   2.64 eV
Spin multiplicity   1
Frontier orbital gap   0.2585 Ha
E_HOMO   -4.4 eV

2.
Computed, not measured: a molecular structure, C9H23BLiO3 in a non-equilibrium geometry, with the ωB97M-V functional and the def2-TZVPD basis.

Element x y z (Å)
Li -0.320 1.061 0.286
C 2.480 1.599 0.278
O 1.267 2.205 0.444
H 2.610 0.798 1.049
H 2.656 1.039 -0.678
H 3.387 2.234 0.355
B -1.844 1.674 1.781
H -2.151 2.446 0.953
H -2.643 1.750 2.631
H -1.806 0.636 1.283
H -0.823 1.945 2.270
C 0.835 -2.146 3.021
C 1.724 -2.299 1.808
C 0.767 -1.813 0.720
O 0.188 -0.673 1.323
C 0.167 -0.763 2.743
H 1.264 -2.177 4.025
H 0.038 -2.899 3.031
H 2.185 -3.268 1.605
H 2.529 -1.566 1.917
H -0.052 -2.519 0.532
H 1.325 -1.574 -0.182
H -0.843 -0.755 3.143
H 0.774 0.051 3.135
C -1.269 -0.486 -3.572
C -1.616 1.030 -3.556
C -1.230 1.466 -2.125
O -0.832 0.273 -1.460
C -0.257 -0.563 -2.425
H -0.870 -0.754 -4.551
H -2.154 -1.081 -3.359
H -2.664 1.305 -3.691
H -1.078 1.581 -4.328
H -2.000 1.955 -1.530
H -0.378 2.161 -2.131
H -0.131 -1.556 -1.995
H 0.764 -0.316 -2.751

Output
Charge   -1
LUMO energy   2.80 eV
Energy above the lowest of the compared OMol25 structures with the same formula, charge and spin   38.9 kJ/mol
Spin multiplicity   1
Frontier orbital gap   0.2191 Ha
E_HOMO   -3.2 eV

> frontier orbital gap of number 1 (C9H23AlB2ClFNO6)?

0.2585 Ha

> Among the records above, which one has the lowest LUMO energy?

C9H23AlB2ClFNO6